1.
C34H26IN3OOsP as an isolated structure. Source: the Open Molecules 2025 dataset; level of theory: wB97M-V/def2-TZVPD.

Properties
- Frontier orbital gap (spin up / spin down): 7.2 / 4.7 eV
- LUMO level (spin up / spin down): -9.61 / -12.37 eV
- Strongest force on any atom: 0.4 eV Å⁻¹
- DFT total energy: -62028.347 eV

ORCA input file:
```
! wB97M-V def2-TZVPD RIJCOSX def2/J DEFGRID3
* xyz 3 5
Os 0.1207 1.6914 -0.1268
O -1.7597 5.2529 -0.3550
C -1.4572 4.1092 -0.1700
N -0.1719 3.5950 -0.3410
C 0.8672 4.4572 -0.8715
C 2.1198 3.6452 -0.9968
C 3.3172 4.2360 -1.3414
C 4.4586 3.4641 -1.4518
C 4.3748 2.0977 -1.2102
C 3.1609 1.5556 -0.8765
N 2.0345 2.3013 -0.7626
C -2.4226 3.0446 0.2635
C -3.7302 3.3528 0.5409
C -4.5806 2.3392 0.9620
C -4.0798 1.0516 1.0952
C -2.7584 0.8082 0.7870
N -1.9293 1.7816 0.3670
H 1.0213 5.3195 -0.2186
H 0.5720 4.8590 -1.8454
H 3.3455 5.3029 -1.5207
H 5.4024 3.9205 -1.7208
H 5.2421 1.4573 -1.2859
H 3.0524 0.5001 -0.6971
H -4.0556 4.3785 0.4244
H -5.6184 2.5508 1.1848
H -4.7101 0.2373 1.4243
H -2.3442 -0.1868 0.8496
I 1.0768 1.2149 2.6268
C -0.0321 -0.4345 3.2293
C -0.4505 -0.2748 4.5641
C -0.9708 -1.3294 5.2750
C -1.0136 -2.5949 4.6678
C -0.6087 -2.7733 3.3422
C -0.5912 -4.0905 2.8508
C -0.1575 -4.3566 1.5529
C 0.1579 -3.2965 0.7376
C 0.0963 -1.9413 1.1594
P 0.2452 -0.7704 -0.2825
C 1.7027 -1.4772 -1.0925
C 1.8089 -1.4899 -2.4787
C 2.9752 -1.9587 -3.0750
C 4.0234 -2.4241 -2.2955
C 3.9146 -2.4271 -0.9092
C 2.7581 -1.9532 -0.3089
C -1.2001 -1.1541 -1.3079
C -1.3822 -0.2756 -2.3831
C -2.4446 -0.4322 -3.2579
C -3.3533 -1.4646 -3.0591
C -3.1940 -2.3310 -1.9862
C -2.1216 -2.1823 -1.1160
C -0.1843 -1.6671 2.5229
H -0.3343 0.6844 5.0506
H -1.2922 -1.1957 6.2996
H -1.3582 -3.4543 5.2304
H -0.8912 -4.8992 3.5068
H -0.1047 -5.3712 1.1820
H 0.4387 -3.5030 -0.2880
H 0.9913 -1.1571 -3.1076
H 3.0548 -1.9732 -4.1539
H 4.9220 -2.8000 -2.7665
H 4.7249 -2.8042 -0.2993
H 2.6918 -1.9524 0.7752
H -0.6773 0.5344 -2.5672
H -2.5609 0.2439 -4.0946
H -4.1837 -1.5928 -3.7406
H -3.9053 -3.1304 -1.8266
H -2.0418 -2.8677 -0.2834
*
```

Here are the natural (NBO) charges for atoms 1 to 5, given in e: 1.09 -0.46 0.62 -0.59 -0.30

---

2.
A 3-piece molecular cluster, H5O2S overall. Source: the Open Molecules 2025 dataset; level of theory: wB97M-V/def2-TZVPD.

Properties
- Frontier orbital gap: 7.6 eV
- LUMO level: 4.24 eV
- Strongest force on any atom: 1.4 eV Å⁻¹
- DFT total energy: -15012.985 eV
- Relative energy (zero: lowest compared OMol25 entry of this formula, charge and spin): 13.0 kJ/mol

ORCA input file:
```
! wB97M-V def2-TZVPD RIJCOSX def2/J DEFGRID3
* xyz -1 1
S 0.5740 0.2566 -0.8411
H 0.9601 -0.9816 -0.6391
H -2.0112 -1.5363 -1.4841
H -1.6015 -0.3483 -0.5687
O -2.2898 -1.0465 -0.7084
H 1.1683 1.5741 2.5692
H 0.9574 0.7405 1.2974
O 1.2010 0.6465 2.2502
*
```

Here are the natural (NBO) charges for atoms 1 to 5, given in e: -1.00 0.10 0.46 0.51 -1.01

---

3.
One molecule with the formula C5H6O2. Source: the Open Molecules 2025 dataset; level of theory: wB97M-V/def2-TZVPD.

Properties
- Frontier orbital gap: 11.4 eV
- LUMO level: 0.96 eV
- Strongest force on any atom: 0.6 eV Å⁻¹
- SMILES string: C#C[C@@H](C)OC=O
- DFT total energy: -9375.113 eV
- Relative energy (zero: lowest compared OMol25 entry of this formula, charge and spin): 191.3 kJ/mol

ORCA input file:
```
! wB97M-V def2-TZVPD RIJCOSX def2/J DEFGRID3
* xyz 0 1
C -0.9515 2.4468 0.0551
C -0.5680 1.3259 0.2552
C -0.0913 -0.0588 0.3448
C -1.2335 -1.0350 0.0997
O 0.8774 -0.1682 -0.7157
C 2.1336 -0.5535 -0.4714
O 2.5451 -1.1225 0.5033
H -1.2741 3.4440 -0.1416
H 0.3977 -0.2413 1.3069
H -1.5267 -0.9994 -0.9528
H -2.0907 -0.7350 0.7072
H -0.9521 -2.0599 0.3498
H 2.7340 -0.2430 -1.3404
*
```

Here are the natural (NBO) charges for atoms 1 to 5, given in e: -0.22 -0.02 0.00 -0.61 -0.50

---

4.
A 3-piece molecular cluster, C5H15N2O3 overall. Source: the Open Molecules 2025 dataset; level of theory: wB97M-V/def2-TZVPD.

Properties
- Frontier orbital gap: 9.8 eV
- LUMO level: -3.26 eV
- Strongest force on any atom: 15.2 eV Å⁻¹
- DFT total energy: -14542.046 eV
- Relative energy (zero: lowest compared OMol25 entry of this formula, charge and spin): 355.3 kJ/mol

ORCA input file:
```
! wB97M-V def2-TZVPD RIJCOSX def2/J DEFGRID3
* xyz 1 1
O -2.6296 -0.0746 -1.7456
C -1.5658 0.2474 -2.2433
C -0.4018 0.7020 -1.3186
C -1.2096 1.3063 -0.1003
C -0.2950 1.6364 1.1964
N -0.5980 -1.3375 1.5118
C 0.5675 -0.6797 1.5301
N 0.8199 0.6576 1.3993
H -1.2391 0.3524 -3.2451
H 0.2940 -0.0865 -1.1618
H 0.3144 1.2434 -1.8012
H -2.0742 0.6084 0.1318
H -1.8128 2.1408 -0.3746
H 0.0134 2.6445 1.0566
H -0.9327 1.7141 2.1484
H -1.3903 -0.8475 1.5050
H -0.5996 -2.3591 1.5587
H 1.5651 -1.2566 1.5542
H 1.7128 0.8876 1.0539
H 2.8767 2.2839 -1.0656
H 3.5764 1.6094 0.1554
O 2.7697 1.5834 -0.4940
H 1.0553 -3.4824 -0.7897
H 1.9447 -3.3696 0.4137
O 1.1813 -3.5835 0.2518
*
```

Here are the natural (NBO) charges for atoms 1 to 5, given in e: -0.51 0.45 -0.54 -0.43 -0.26

---

5.
A 2-piece molecular cluster, C2H2F3I overall. Source: the Open Molecules 2025 dataset; level of theory: wB97M-V/def2-TZVPD.

Properties
- Frontier orbital gap (spin up / spin down): 8.6 / 8.7 eV
- LUMO level (spin up / spin down): -0.06 / -0.29 eV
- Strongest force on any atom: 5.7 eV Å⁻¹
- DFT total energy: -18355.115 eV
- Relative energy (zero: lowest compared OMol25 entry of this formula, charge and spin): 396.6 kJ/mol

ORCA input file:
```
! wB97M-V def2-TZVPD RIJCOSX def2/J DEFGRID3
* xyz 0 1
C -0.2054 1.5033 0.0740
C 1.2999 -0.5555 0.7049
F 0.5375 2.2951 -0.6323
F -0.4479 2.0107 1.3650
F 1.1996 -0.5739 2.0320
I 3.2146 0.1227 -0.1214
H -1.1937 1.1521 -0.4958
H 0.8620 -1.3573 0.3259
*
```

Here are the natural (NBO) charges for atoms 1 to 5, given in e: 0.56 0.09 -0.31 -0.36 -0.34

---

6.
One molecule with the formula CClF3O2S. Source: the Open Molecules 2025 dataset; level of theory: wB97M-V/def2-TZVPD.

Properties
- Frontier orbital gap: 9.4 eV
- LUMO level: -0.85 eV
- Strongest force on any atom: 2.4 eV Å⁻¹
- DFT total energy: -36634.248 eV
- Relative energy (zero: lowest compared OMol25 entry of this formula, charge and spin): 681.2 kJ/mol

ORCA input file:
```
! wB97M-V def2-TZVPD RIJCOSX def2/J DEFGRID3
* xyz 0 1
C -0.2906 -0.3184 -0.0373
O -2.5073 -0.0604 0.8574
O 1.2853 1.8183 -0.7359
F -1.5663 0.4335 -0.1691
F -0.5143 -1.2582 0.8293
F -0.2041 -0.8148 -1.3145
S 1.2765 0.8871 0.3745
Cl 2.5208 -0.6871 0.1956
*
```

Here are the natural (NBO) charges for atoms 1 to 5, given in e: 0.79 -0.38 -0.83 -0.08 -0.25

---

7.
C37H57FMgN3O3PTe as an isolated structure. Source: the Open Molecules 2025 dataset; level of theory: wB97M-V/def2-TZVPD.

Properties
- Frontier orbital gap: 8.1 eV
- LUMO level: -4.74 eV
- Strongest force on any atom: 1.1 eV Å⁻¹
- DFT total energy: -74641.828 eV
- Relative energy (zero: lowest compared OMol25 entry of this formula, charge and spin): 0.0 kJ/mol

ORCA input file:
```
! wB97M-V def2-TZVPD RIJCOSX def2/J DEFGRID3
* xyz 2 1
Mg -2.1332 -1.9222 -0.1200
F 4.1923 -1.9452 -2.6771
C 3.7970 -1.8392 -1.3921
C 2.4681 -1.8951 -1.1007
C 2.0365 -1.8443 0.2302
C 0.6151 -1.9622 0.5440
O -0.2161 -2.0590 -0.4101
C 0.2751 -1.9418 1.9275
C 1.2697 -1.7724 2.8488
N 2.5748 -1.6439 2.5659
C 3.5347 -1.4559 3.6484
C 4.2149 -0.1243 3.7789
C 3.1703 -0.5394 4.7688
C 2.9937 -1.7073 1.2415
C 4.3506 -1.6281 0.9131
C 4.7776 -1.7039 -0.3973
N 6.1632 -1.6431 -0.6860
C 7.0151 -2.6676 -0.0991
C 8.4202 -2.1362 0.0867
N 8.9436 -1.6972 -1.2605
C 8.0310 -0.6705 -1.8912
C 6.6306 -1.2428 -2.0028
C -1.1320 -2.0318 2.5061
O -1.2879 -1.7355 3.6739
O -2.0537 -2.3823 1.6633
H 1.7402 -2.0178 -1.8939
H 0.9951 -1.7358 3.8943
H 4.0962 -2.3508 3.8856
H 3.9370 0.6369 3.0605
H 5.2518 -0.1069 4.0864
H 2.2139 -0.0349 4.7307
H 3.4813 -0.8343 5.7604
H 5.0804 -1.4767 1.6962
H 7.0511 -3.5623 -0.7422
H 6.6335 -2.9878 0.8658
H 9.0980 -2.8841 0.4889
H 8.4238 -1.2530 0.7196
H 8.9986 -2.5113 -1.8743
H 9.8913 -1.3327 -1.1784
H 8.4385 -0.4163 -2.8652
H 8.0511 0.2021 -1.2441
H 6.6293 -2.0762 -2.7168
H 5.9955 -0.4638 -2.4135
C -5.6838 -3.2098 0.1382
Te -4.0034 -3.8059 -1.0156
C -4.7634 -3.1538 -2.8829
H -6.5205 -3.8369 -0.1533
H -5.9107 -2.1627 -0.0382
H -5.4362 -3.3768 1.1844
H -5.0282 -2.1022 -2.8257
H -5.6343 -3.7602 -3.1127
H -3.9915 -3.3111 -3.6346
C 0.4030 3.7934 0.7561
C 0.0219 2.7682 1.8196
C -0.6271 1.5352 1.1745
C -1.4587 1.9148 -0.0807
C -2.0202 3.3311 0.0603
C -0.8546 4.3387 0.0483
P -2.6062 0.5420 -0.4871
C -3.1578 0.5887 -2.2655
C -2.3102 -0.3369 -3.1597
C -0.9783 0.2941 -3.5573
C -1.2174 1.6107 -4.2944
C -2.0513 2.5841 -3.4606
C -3.3525 1.9471 -2.9638
C -4.2165 0.6595 0.4211
C -5.1306 1.8579 0.1195
C -6.3254 1.8271 1.0697
C -5.8857 2.0592 2.5316
C -4.4292 1.6315 2.7725
C -4.0813 0.3914 1.9522
H 1.0733 3.3226 0.0275
H 0.9646 4.6131 1.2032
H -0.6748 3.2265 2.5281
H 0.8935 2.4653 2.4028
H -1.2473 1.0272 1.9158
H 0.1438 0.8193 0.8748
H -0.7786 1.9191 -0.9364
H -2.5724 3.4062 0.9979
H -2.7203 3.5716 -0.7370
H -1.1821 5.2636 0.5269
H -0.6124 4.5971 -0.9856
H -4.1492 0.1292 -2.1702
H -2.8820 -0.5494 -4.0696
H -2.1313 -1.3076 -2.6809
H -0.4154 -0.3972 -4.1879
H -0.3683 0.4670 -2.6611
H -1.7447 1.3953 -5.2308
H -0.2664 2.0706 -4.5701
H -2.2977 3.4654 -4.0548
H -1.4540 2.9442 -2.6186
H -3.9963 1.7673 -3.8330
H -3.8991 2.6384 -2.3225
H -4.7245 -0.2165 -0.0116
H -5.4673 1.8176 -0.9182
H -4.5993 2.8022 0.2419
H -6.8207 0.8550 0.9746
H -7.0600 2.5740 0.7688
H -6.5419 1.4974 3.2004
H -6.0062 3.1116 2.7961
H -4.2633 1.4273 3.8302
H -3.7491 2.4474 2.5106
H -4.7635 -0.4143 2.2320
H -3.0943 0.0223 2.2208
*
```

Here are the Mulliken charges for atoms 1 to 5, given in e: 1.58 -0.36 0.54 -0.77 0.90

---

8.
One molecule with the formula C14H32BNP2. Source: the Open Molecules 2025 dataset; level of theory: wB97M-V/def2-TZVPD.

Properties
- Frontier orbital gap: 8.4 eV
- LUMO level: 0.72 eV
- Strongest force on any atom: 1.8 eV Å⁻¹
- SMILES string: CC(C)N(B1P(C(C)(C)C)#P1C(C)(C)C)C(C)C
- DFT total energy: -35781.404 eV
- Relative energy (zero: lowest compared OMol25 entry of this formula, charge and spin): 0.0 kJ/mol

ORCA input file:
```
! wB97M-V def2-TZVPD RIJCOSX def2/J DEFGRID3
* xyz 0 1
C 1.3748 2.8532 0.8658
C 1.4769 1.6314 1.7596
C 2.7340 0.7773 1.5058
N 0.2380 0.8550 1.6412
B -0.0460 0.2977 0.4041
P 0.8168 -0.1643 -1.1994
C 1.7117 -1.8481 -1.1641
C 1.1129 -2.8298 -2.1528
C 3.1529 -1.5700 -1.5772
C 1.4805 -2.4215 0.2209
P -1.2351 -0.7113 -0.6535
C -2.1672 0.4076 -1.6992
C -1.7262 1.8624 -1.5032
C -3.6574 0.2704 -1.2822
C -1.9806 -0.1120 -3.1386
C -0.6302 0.5291 2.7718
C -1.9104 1.3386 2.7123
C -0.8728 -0.9742 2.7519
H 0.3898 3.3043 0.8785
H 1.5204 2.6000 -0.1908
H 2.0796 3.6194 1.1321
H 1.5056 2.0099 2.7794
H 3.6181 1.3875 1.6181
H 2.7430 0.3799 0.4860
H 2.7959 -0.0743 2.1616
H 1.1424 -2.4527 -3.1849
H 1.6066 -3.7874 -2.1142
H 0.0332 -2.9703 -1.9322
H 3.7991 -2.4224 -1.3661
H 3.2327 -1.3384 -2.6552
H 3.6035 -0.7059 -1.0896
H 2.0219 -1.8463 0.9772
H 1.8036 -3.4516 0.2932
H 0.4205 -2.3539 0.4598
H -0.7415 2.0647 -1.9167
H -2.4250 2.5000 -2.0370
H -1.7263 2.1183 -0.4591
H -4.2274 1.0903 -1.6736
H -4.0509 -0.6595 -1.6420
H -3.7777 0.2958 -0.1919
H -2.5909 0.3848 -3.8824
H -2.2110 -1.1656 -3.1482
H -0.9041 -0.0280 -3.3869
H -0.0163 0.6916 3.6517
H -1.7354 2.4394 2.7045
H -2.4194 1.1425 1.7679
H -2.5908 1.0654 3.4900
H -1.6587 -1.3100 3.4275
H 0.0417 -1.4785 3.0420
H -1.1549 -1.2405 1.7378
*
```

Here are the natural (NBO) charges for atoms 1 to 5, given in e: -0.61 -0.03 -0.61 -0.79 0.48